Entry 1:
C21H14Cl3NO2S | ωB97M-V/def2-TZVPD

- Gap between HOMO and LUMO: 0.15857 hartree
- LUMO energy: -2.60 eV
- Largest force on an atom: 2.57 eV/A
- Electronic energy: -75986.751 eV
- Multiplicity: 1

```
42
Properties=species:S:1:pos:R:3:nbo_charge:R:1
N -9.17544 0.36798 0.14310 -0.295
C -8.01956 0.35022 -0.04150 0.275
C -6.59308 0.33943 -0.26948 -0.170
C -5.88118 -0.86573 -0.27282 -0.166
C -4.50402 -0.87396 -0.52157 -0.173
C -3.82941 0.32843 -0.75007 -0.310
S -2.05047 0.31684 -1.15322 2.142
C -1.19926 0.64547 0.30539 -0.820
Cl 0.36508 0.29916 0.54175 0.223
O -1.79805 -1.03705 -1.60227 -0.946
O -1.90251 1.40029 -2.10690 -0.938
C -4.53230 1.53394 -0.73822 -0.135
C -5.90755 1.54036 -0.48645 -0.170
H -6.41646 -1.80345 -0.09574 0.233
H -3.97449 -1.82374 -0.56247 0.252
H -1.75622 0.97443 1.17329 0.236
H -4.02455 2.47337 -0.95055 0.239
H -6.46442 2.48092 -0.47605 0.231
Cl 3.58480 1.52796 5.64910 0.043
C 3.54838 1.22950 3.96410 -0.014
C 3.57567 2.30958 3.06400 -0.237
C 3.43159 2.06861 1.70682 -0.141
C 3.24927 0.74815 1.21195 -0.130
C 2.80116 0.61680 -0.14202 -0.037
C 2.95125 -0.53686 -0.98287 -0.141
C 3.26556 -0.31351 -2.35240 -0.130
C 3.32604 -1.36204 -3.25805 -0.232
C 3.12386 -2.67696 -2.80417 -0.018
Cl 3.19449 -3.97710 -3.91528 0.045
C 2.86241 -2.93414 -1.44550 -0.229
C 2.74211 -1.87236 -0.54756 -0.155
C 3.45103 -0.33453 2.11489 -0.165
C 3.50343 -0.09442 3.49065 -0.235
H 3.71267 3.32059 3.43114 0.236
H 3.43674 2.88788 0.98551 0.223
H 2.55989 1.54365 -0.66198 0.228
H 3.46311 0.71305 -2.67016 0.222
H 3.55679 -1.17667 -4.30283 0.237
H 2.75976 -3.96173 -1.10059 0.235
H 2.45258 -2.09297 0.48409 0.222
H 3.56558 -1.35561 1.74922 0.226
H 3.54572 -0.92376 4.19569 0.237
```

=====

Entry 2:
C21H15BF2N3O6Y | ωB97M-V/def2-TZVPD

- Gap between HOMO and LUMO: 0.21450 hartree
- LUMO energy: -0.64 eV
- Largest force on an atom: 3.43 eV/A
- Electronic energy: -45936.936 eV
- Multiplicity: 1
- Energy above the lowest of the compared OMol25 structures with the same formula, charge and spin: 1.913 eV

```
49
Properties=species:S:1:pos:R:3:nbo_charge:R:1
Y -13.37158 5.59818 12.99287 1.977
O -8.68771 5.58990 12.62948 -0.639
C -9.95376 5.75782 12.94701 0.790
O -10.76683 4.90077 12.91831 -0.595
C -10.25339 7.14700 13.39342 0.070
C -9.34608 8.13512 13.77967 -0.186
C -9.86294 9.29761 14.27012 -0.179
C -11.22069 9.49530 14.33524 -0.169
C -12.06701 8.49701 13.81892 0.131
N -11.55786 7.39824 13.38489 -0.470
C -13.61154 8.69119 13.74224 0.775
O -14.15811 9.59691 14.31483 -0.622
O -14.15957 7.63359 13.27615 -0.844
H -8.67382 4.63243 12.38777 0.507
H -8.30822 7.90104 13.72522 0.237
H -9.21480 10.11709 14.59699 0.229
H -11.60496 10.48373 14.60907 0.249
C -17.47352 8.41015 18.57862 -0.650
C -16.84115 7.48660 17.60012 0.075
C -16.26808 6.29990 17.97524 -0.276
C -15.66042 5.45749 17.09238 0.124
N -15.52496 5.77305 15.82333 -0.500
C -16.08529 6.92188 15.41470 0.106
C -16.75464 7.82742 16.22329 -0.237
H -16.75386 8.68935 19.36814 0.234
H -18.33557 8.00065 19.13918 0.236
H -17.83234 9.33293 18.15903 0.227
H -16.23154 5.94769 19.02767 0.226
H -15.26835 4.46256 17.40611 0.246
H -15.91631 7.16233 14.33825 0.275
H -17.12189 8.75943 15.84173 0.241
F -13.25707 5.21863 15.19198 -0.649
B -14.88453 4.82889 14.82520 0.381
F -15.00057 3.57340 15.40590 -0.541
O -13.85105 7.45740 9.14552 -0.539
C -13.96438 6.29250 9.40579 0.675
N -13.76680 5.71462 10.65415 -0.782
C -13.86166 4.39776 10.55315 0.647
O -13.61273 3.63188 11.50647 -0.682
C -14.29200 4.00172 9.21148 -0.146
C -14.54822 2.75868 8.70391 -0.169
C -14.94203 2.68741 7.41867 -0.203
C -15.07070 3.85407 6.61313 -0.195
C -14.76783 5.10828 7.14518 -0.183
C -14.44506 5.17974 8.49374 -0.107
H -14.49843 1.82036 9.38295 0.239
H -15.08494 1.69837 6.91900 0.218
H -15.24303 3.75555 5.58988 0.214
H -15.00029 6.11861 6.63923 0.236
```

=====

Entry 3:
C21H15Br2N2O6 | ωB97M-V/def2-TZVPD

- Gap between HOMO and LUMO: 0.19130 hartree
- LUMO energy: 1.20 eV
- Largest force on an atom: 3.93 eV/A
- Electronic energy: -177364.333 eV
- Multiplicity: 1
- Total charge: -1

```
46
Properties=species:S:1:pos:R:3:nbo_charge:R:1
C -0.62322 2.10698 4.99036 -0.260
O 0.45015 1.47082 4.22226 -0.503
C 0.46110 1.63748 2.87061 0.299
C -0.58472 2.25109 2.17400 -0.343
C -0.76483 2.01821 0.81607 -0.108
C 0.11279 1.18718 0.08522 -0.150
C -0.09165 0.78083 -1.25802 -0.068
C -1.24567 1.11382 -2.04195 -0.231
C -1.07390 1.45326 -3.42512 -0.167
C -2.16814 1.59133 -4.25476 -0.206
Br -1.85645 1.83939 -6.11357 0.023
C -3.56500 1.31396 -3.77204 0.414
O -4.51351 1.15619 -4.54406 -0.643
C -3.67356 1.20450 -2.27775 -0.205
Br -5.35579 0.86069 -1.47672 0.020
C -2.55124 1.11787 -1.48486 -0.201
C 1.31885 0.81776 0.74858 -0.162
C 1.50295 1.00925 2.12148 -0.233
H -0.37990 1.86572 6.03083 0.199
H -0.62043 3.20121 4.85157 0.182
H -1.61956 1.70185 4.73988 0.185
H -1.37941 2.76207 2.73891 0.215
H -1.56352 2.56567 0.31189 0.224
H 0.79228 0.45917 -1.80656 0.238
H -0.07058 1.61874 -3.81479 0.218
H -2.69172 1.01504 -0.39958 0.212
H 2.12486 0.39968 0.15016 0.217
H 2.33161 0.53355 2.61675 0.217
O 4.43286 -2.22826 -1.64050 -0.377
N 4.27051 -2.60181 -0.45773 0.504
O 5.23849 -2.88917 0.27398 -0.400
C 2.93943 -2.67462 0.06889 0.011
C 2.76000 -3.03852 1.41651 -0.201
C 1.46720 -2.94411 1.94532 -0.223
C 0.39867 -2.40962 1.19392 -0.184
C 0.61697 -1.90232 -0.12598 0.028
C -0.38259 -1.17709 -0.91837 -0.205
N -0.41531 -1.62919 -2.32421 0.463
O -1.55438 -1.78884 -2.89118 -0.367
O 0.64673 -1.78945 -3.04528 -0.452
C 1.88408 -2.15176 -0.71889 -0.206
H 3.62544 -3.34114 2.00445 0.245
H 1.31949 -3.22275 2.97517 0.216
H -0.60462 -2.35012 1.62874 0.220
H -1.36718 -1.00116 -0.40653 0.247
H 2.02245 -1.91336 -1.77709 0.300
```

=====

Entry 4:
C21H15BrCoN3O6 | ωB97M-V/def2-TZVPD

- Gap between HOMO and LUMO (spin up / spin down): 0.27400 / 0.27276 hartree
- LUMO energy (spin up / spin down): -3.41 / -3.47 eV
- Largest force on an atom: 0.61 eV/A
- Electronic energy: -146442.729 eV
- <S²>: 3.757
- Multiplicity: 4
- Total charge: +1
- Energy above the lowest of the compared OMol25 structures with the same formula, charge and spin: 0.000 eV

```
47
Properties=species:S:1:pos:R:3:mulliken_spin:R:1
Co -0.94752 0.52556 1.36860 2.823
O 1.37711 2.23664 4.51982 0.002
C 0.52637 1.69261 3.67413 0.003
O 0.73848 1.57149 2.47658 0.012
C -0.76002 1.24019 4.26430 0.001
C -1.17711 1.31595 5.57587 0.000
C -2.45531 0.83567 5.86964 0.001
C -3.26050 0.31978 4.86720 0.001
C -2.75896 0.28524 3.57126 -0.009
N -1.54042 0.72887 3.31546 0.033
C -3.51691 -0.20611 2.33151 0.008
O -4.62067 -0.67501 2.49016 0.012
O -2.83143 -0.11280 1.24038 0.057
H 2.18066 2.50296 4.04561 0.000
H -0.53924 1.73274 6.34172 0.000
H -2.81835 0.87869 6.88778 -0.001
H -4.26041 -0.04751 5.05044 0.000
C -1.91927 3.36564 0.23549 0.001
O -1.05432 2.23096 0.11622 0.007
C -0.40290 2.02838 -1.07812 -0.023
C -0.31491 2.96151 -2.07475 0.000
C 0.35444 2.63146 -3.26089 0.005
Br 0.47737 3.92462 -4.62808 0.000
C 0.89707 1.38956 -3.43258 -0.003
C 0.79982 0.42782 -2.41005 0.008
C 0.15837 0.73066 -1.19357 -0.003
O 0.03945 -0.12672 -0.21003 0.060
C 1.32717 -0.90120 -2.61148 -0.001
N 1.22861 -1.90471 -1.73938 0.003
C 1.81250 -3.05101 -2.26448 0.000
C 1.95835 -4.33535 -1.75942 0.000
C 2.60591 -5.24746 -2.56977 0.000
C 3.09162 -4.89309 -3.83561 0.000
C 2.94636 -3.61423 -4.33790 0.000
C 2.29380 -2.70145 -3.52229 0.000
N 1.97346 -1.35695 -3.69742 0.001
H -2.65667 3.35781 -0.56675 0.000
H -1.33712 4.28638 0.21583 0.001
H -2.41930 3.26460 1.19393 0.001
H -0.75571 3.94230 -1.97150 -0.001
H 1.39136 1.16142 -4.36726 0.000
H 0.75604 -1.73500 -0.85220 0.002
H 1.58054 -4.60860 -0.78417 0.000
H 2.74108 -6.26178 -2.22117 0.000
H 3.59142 -5.64140 -4.43472 0.000
H 3.32036 -3.34316 -5.31549 0.000
H 2.17929 -0.80599 -4.51284 0.000
```

=====

Entry 5:
C21H15BrN5O2W | ωB97M-V/def2-TZVPD

- Gap between HOMO and LUMO (spin up / spin down): 0.17283 / 0.19378 hartree
- LUMO energy (spin up / spin down): -11.87 / -11.33 eV
- Largest force on an atom: 2.57 eV/A
- Electronic energy: -105406.252 eV
- <S²>: 2.016
- Multiplicity: 3
- Total charge: +3
- Energy above the lowest of the compared OMol25 structures with the same formula, charge and spin: 0.000 eV

```
45
Properties=species:S:1:pos:R:3:mulliken_spin:R:1
W -0.03607 0.34768 0.02092 2.071
N 3.88751 -0.78923 1.15877 0.006
C 2.62788 -0.43410 1.15562 -0.009
N 1.97753 -0.17147 0.04379 0.003
C 2.54189 -0.42056 -1.20124 -0.034
N 1.84258 -0.24244 -2.26151 -0.011
N 0.62873 0.36467 -1.98808 -0.033
C -0.08667 0.86268 -2.92850 0.024
C -1.37012 1.47556 -2.54187 0.030
C -2.15008 2.17369 -3.41147 0.001
C -3.34396 2.79512 -2.87950 0.012
C -3.57562 2.67576 -1.56184 -0.002
C -2.63838 2.07475 -0.73654 0.010
N -1.57622 1.45853 -1.18092 -0.009
C 3.94965 -0.76435 -1.23122 -0.005
C 4.64850 -0.87072 -2.45943 0.001
C 6.06120 -1.10490 -2.40190 0.000
C 6.69171 -1.32887 -1.19347 -0.002
C 5.97017 -1.27305 0.02920 0.003
C 4.64794 -1.00518 -0.00738 -0.003
H 4.28548 -1.02070 2.06069 -0.001
H 2.16325 -0.33375 2.11279 -0.001
H 0.22202 0.75927 -3.99132 -0.003
H -1.94035 2.13169 -4.49794 0.000
H -4.06575 3.27893 -3.54552 0.000
H -4.45410 3.11914 -1.09848 0.000
H -2.80635 2.04209 0.36132 -0.002
H 4.07898 -0.77629 -3.40899 0.000
H 6.57564 -1.11931 -3.33023 0.000
H 7.77214 -1.51020 -1.18867 0.000
H 6.48243 -1.49638 0.97561 0.000
Br -6.06795 -3.07962 2.62835 -0.001
C -4.77113 -1.86741 2.95069 0.001
C -4.99095 -0.94252 4.02838 -0.017
C -4.07342 0.05844 4.36767 0.001
C -2.98224 0.24914 3.57349 -0.007
C -2.78439 -0.69526 2.51475 -0.026
C -3.62918 -1.75053 2.20025 0.003
C -1.67849 -0.42538 1.64084 -0.004
O -0.78452 0.43707 1.89800 0.021
O -1.41539 -0.98239 0.43708 -0.017
H -5.83588 -1.23184 4.62369 0.000
H -4.34965 0.67442 5.22087 0.000
H -2.25906 1.02224 3.70640 -0.002
H -3.38930 -2.36443 1.33687 0.001
```

=====

Entry 6:
C21H15Cl2InO4PRh | ωB97M-V/def2-TZVPD

- Gap between HOMO and LUMO (spin up / spin down): 0.18896 / 0.14406 hartree
- LUMO energy (spin up / spin down): -15.26 / -16.48 eV
- Largest force on an atom: 8.36 eV/A
- Electronic energy: -72677.870 eV
- <S²>: 6.070
- Multiplicity: 5
- Total charge: +4

```
45
Properties=species:S:1:pos:R:3:mulliken_spin:R:1
In 2.98997 -1.15468 -3.95286 0.143
Rh 1.66599 -1.35169 -1.86305 1.490
Cl 3.68819 -3.41634 -3.23600 0.346
Cl 0.44505 -1.59527 -3.87698 0.056
C 3.03514 -1.02182 -0.77121 -0.105
C 3.83418 -4.51101 -7.69349 0.000
C 5.38481 -1.97839 -5.73833 0.001
O 3.95615 -0.56382 -0.21949 -0.010
O 4.41546 -5.44051 -7.36534 0.000
O 6.24451 -2.41966 -6.34367 -0.001
O -0.16965 -0.70978 -1.08000 0.073
P -0.54768 0.15282 0.12565 0.044
C 0.29146 -0.34847 1.65700 -0.003
C 0.63101 0.53886 2.69173 0.000
C 1.09649 0.02423 3.90229 0.006
C 1.30675 -1.35506 4.02735 0.008
C 1.10081 -2.22187 2.94304 0.002
C 0.58840 -1.70952 1.75171 0.015
C -0.34679 1.96152 0.01554 0.053
C 0.90196 2.58349 0.21232 0.181
C 0.99012 3.98146 0.18051 0.157
C -0.14914 4.75207 -0.07072 0.055
C -1.39365 4.13601 -0.24704 0.271
C -1.49488 2.75081 -0.16099 0.196
C -2.30777 -0.16556 0.47419 0.132
C -2.90094 0.41896 1.61060 0.182
C -4.23863 0.15331 1.91347 0.019
C -4.97719 -0.69461 1.07866 0.168
C -4.39334 -1.27627 -0.05921 0.252
C -3.05344 -1.00394 -0.37423 0.172
H 0.40215 1.59547 2.57385 0.009
H 1.27834 0.71497 4.72926 0.000
H 1.69710 -1.74697 4.97029 0.000
H 1.29595 -3.29485 3.03953 0.000
H 0.35400 -2.38036 0.92223 0.002
H 1.80843 1.98325 0.32308 0.029
H 1.95727 4.47104 0.31751 -0.001
H -0.09947 5.83999 -0.04333 0.008
H -2.29725 4.72092 -0.43881 -0.008
H -2.44498 2.24495 -0.33850 0.026
H -2.31079 1.06304 2.26724 0.025
H -4.68832 0.58606 2.80681 0.000
H -6.02448 -0.90119 1.29555 0.007
H -4.96424 -1.94345 -0.71827 -0.009
H -2.55710 -1.46814 -1.23786 0.012
```